(1)
# C4H4O2

A molecular structure, C4H4O2 (ωB97M-V with the def2-TZVPD basis set, the Open Molecules 2025 dataset).

Last column: Mulliken charge in e.
Geometry (Å):
O  -2.4537  -0.0484  0.1071  -0.358
C  -1.4108  -0.5957  0.1942  0.173
O  -0.2512  0.1076  0.5892  -0.220
C  0.3529  1.7624  -0.0990  -0.494
C  0.9059  -0.5100  0.3530  0.006
C  1.8253  -1.2576  0.1652  -0.204
H  -1.1567  -1.6468  0.0086  0.342
H  -0.4863  1.8272  -0.8163  0.160
H  0.0142  2.3021  0.8006  0.175
H  2.7226  -1.7790  -0.0700  0.421

Computed properties:
Energy relative to the best compared isomer or geometry (same formula, charge and spin), kJ/mol: 666.5
Spin multiplicity: 1
Molecular weight, g mol⁻¹: 84.07

---

(2)
# C4H4O2

2 unconnected molecules or ions with the total composition C4H4O2 in a non-equilibrium geometry (ωB97M-V with the def2-TZVPD basis set, the Open Molecules 2025 dataset).

Last column: Mulliken charge in e.
Geometry (Å):
C  -1.8888  -0.5639  0.6116  -0.672
C  -0.7877  0.1001  0.9217  0.458
C  0.3110  0.7094  1.1979  -0.623
H  -2.8138  -0.1151  0.3170  0.256
H  -1.9741  -1.6907  0.4734  0.216
H  0.8092  1.2660  2.1138  0.247
H  0.8598  1.0517  0.2955  0.106
O  2.7786  0.3386  -1.7336  -0.350
C  1.8324  -0.2476  -1.9852  0.719
O  0.8733  -0.8486  -2.2121  -0.357

Computed properties:
Energy relative to the best compared isomer or geometry (same formula, charge and spin), kJ/mol: 94.1
Spin multiplicity: 1
Molecular weight, g mol⁻¹: 84.07

---

(3)
# C4H4O2

2 unconnected molecules or ions with the total composition C4H4O2 (ωB97M-V with the def2-TZVPD basis set, the Open Molecules 2025 dataset).

Last column: Mulliken charge in e.
Geometry (Å):
O  -2.3812  0.0091  0.0817  -0.361
C  -1.3712  -0.6074  0.0737  0.162
O  -0.1475  0.0383  0.2751  -0.380
C  0.2704  2.0029  -0.2782  -0.362
C  0.9411  -0.7067  0.1578  -0.087
C  1.9085  -1.4060  0.0535  -0.013
H  -1.2289  -1.6869  -0.0786  0.344
H  -0.6376  1.9936  -0.9214  0.137
H  -0.1452  2.3575  0.6901  0.146
H  2.7916  -1.9944  -0.0536  0.413

Computed properties:
Energy relative to the best compared isomer or geometry (same formula, charge and spin), kJ/mol: 650.2
Spin multiplicity: 1
Molecular weight, g mol⁻¹: 84.07

---

(4)
# C4H4O2

A molecular structure, C4H4O2 in a non-equilibrium geometry (ωB97M-V with the def2-TZVPD basis set, the Open Molecules 2025 dataset).

Last column: Mulliken charge in e.
Geometry (Å):
C  -0.8651  -0.6147  -0.9344  -1.076
C  0.4301  -0.0637  1.4385  0.677
C  0.0909  0.0985  -0.0502  0.277
C  0.9615  1.0869  -0.0312  -0.220
O  1.3194  0.9079  1.4012  -0.348
O  0.0449  -0.8630  2.2515  -0.538
H  1.4492  1.8142  -0.6686  0.356
H  -0.9053  -1.6757  -0.6768  0.302
H  -0.6522  -0.4562  -1.9929  0.318
H  -1.8732  -0.2341  -0.7371  0.251

Computed properties:
Energy relative to the best compared isomer or geometry (same formula, charge and spin), kJ/mol: 128.1
Spin multiplicity: 1
Molecular weight, g mol⁻¹: 84.07

---

(5)
# C4H4O2

A single C4H4O2 molecule (ωB97M-V with the def2-TZVPD basis set, the Open Molecules 2025 dataset).

Last column: Mulliken charge in e.
Geometry (Å):
C  -0.2767  -2.4768  -0.6224  0.264
C  -0.4052  -1.2934  -0.4323  -0.378
C  -0.5650  0.1071  -0.0770  0.265
O  -1.6596  0.6094  0.0821  -0.540
C  0.6930  0.9282  0.1459  -0.420
O  0.4085  2.0675  0.8974  -0.505
H  -0.1798  -3.5286  -0.7842  0.402
H  1.4540  0.3088  0.6384  0.298
H  1.0880  1.1931  -0.8503  0.252
H  -0.5572  2.0847  1.0023  0.362

Computed properties:
Energy relative to the best compared isomer or geometry (same formula, charge and spin), kJ/mol: 176.8
Spin multiplicity: 1
Molecular weight, g mol⁻¹: 84.07

---

(6)
# C4H4O2

A molecular structure, C4H4O2 (ωB97M-V with the def2-TZVPD basis set, the Open Molecules 2025 dataset).

Last column: Mulliken charge in e.
Geometry (Å):
O  2.3554  -1.0022  0.3612  -0.525
C  1.3534  -0.4241  0.1007  0.523
O  1.1911  0.9527  -0.0101  -0.355
C  -0.1814  0.7632  0.4055  -0.028
C  -0.9480  0.2147  -0.7193  -0.518
C  -0.1062  -0.7279  0.1415  -0.286
H  -0.4707  1.2125  1.3494  0.360
H  -2.0246  0.0782  -0.6094  0.263
H  -0.6199  0.4690  -1.7195  0.226
H  -0.5492  -1.5362  0.7000  0.340

Computed properties:
Energy relative to the best compared isomer or geometry (same formula, charge and spin), kJ/mol: 120.9
Spin multiplicity: 1
Molecular weight, g mol⁻¹: 84.07